No. 1
Density functional theory data (wB97M-V/def2-TZVPD) for a single C2H5Cl3SSi molecule at a distorted geometry.

The value obtained for the total energy is -58438.3551 eV. The HOMO energy is -8.259 eV. For the orbital gap, the calculation gives 0.32028 Eh. Its SMILES is CSC[Si](Cl)(Cl)Cl. The relative energy (zero: lowest compared OMol25 entry of this formula, charge and spin) is 153.0 kJ/mol.

Positions of all 12 atoms, in Å:
C  -1.486  -1.529  0.100
C  1.255  -0.376  0.191
Si  0.704  1.850  -0.236
S  0.220  -1.452  -0.820
Cl  2.097  3.077  0.426
Cl  0.353  2.004  -2.147
Cl  -1.135  2.112  0.734
H  -1.972  -2.463  0.024
H  -2.105  -0.805  -0.378
H  -1.314  -1.393  1.158
H  2.209  -0.518  -0.255
H  1.175  -0.507  1.202

Atom charges from the natural (NBO) analysis, given in e for atoms 1 to 8:
1. C -0.68
2. C -0.78
3. Si 1.25
4. S 0.15
5. Cl -0.33
6. Cl -0.32
7. Cl -0.38
8. H 0.22


No. 2
Density functional theory data (wB97M-V/def2-TZVPD) for a molecular structure, C2H5Cl3Si at a distorted geometry.

The value obtained for the total energy is -47597.4980 eV. The HOMO energy is -9.796 eV. For the orbital gap, the calculation gives 0.37958 Eh. The relative energy (zero: lowest compared OMol25 entry of this formula, charge and spin) is 704.1 kJ/mol.

Positions of all 11 atoms, in Å:
C  0.749  -0.401  0.214
C  0.294  1.502  -0.404
Si  -0.878  -1.366  0.114
Cl  1.818  2.347  -0.076
Cl  -0.138  1.545  -2.054
Cl  -0.868  2.169  0.670
H  1.037  -0.229  1.206
H  1.620  -0.634  -0.253
H  -0.722  -2.454  1.315
H  -1.013  -2.052  -1.212
H  -1.898  -0.428  0.480

Atom charges from the natural (NBO) analysis, given in e for atoms 1 to 8:
1. C -0.72
2. C -0.22
3. Si 0.83
4. Cl 0.00
5. Cl 0.07
6. Cl 0.05
7. H 0.22
8. H 0.22


No. 3
Density functional theory data (wB97M-V/def2-TZVPD) for 2 unconnected molecules or ions with the total composition C2H5ClN2O at a distorted geometry.

The value obtained for the total energy is -19699.2059 eV. The HOMO energy is -9.920 eV. For the orbital gap, the calculation gives 0.38154 Eh. The relative energy (zero: lowest compared OMol25 entry of this formula, charge and spin) is 534.7 kJ/mol.

Positions of all 11 atoms, in Å:
C  0.885  -1.260  0.422
C  -1.376  1.287  -0.292
N  1.508  -0.817  -0.721
N  0.515  0.033  -0.055
O  -0.630  0.160  -0.825
Cl  1.754  -1.269  1.941
H  -0.312  -2.327  0.439
H  -2.106  1.725  -1.062
H  -0.748  2.029  0.214
H  -1.944  0.811  0.498
H  2.454  -0.372  -0.559

Atom charges from the natural (NBO) analysis, given in e for atoms 1 to 8:
1. C 0.08
2. C -0.27
3. N -0.48
4. N -0.07
5. O -0.38
6. Cl -0.02
7. H 0.18
8. H 0.20


No. 4
Density functional theory data (wB97M-V/def2-TZVPD) for a single C2H5ClO3 molecule at a distorted geometry.

The value obtained for the total energy is -20817.8910 eV. The HOMO energy is -10.402 eV. For the orbital gap, the calculation gives 0.39697 Eh. Its SMILES is CC(O)(O)OCl. The relative energy (zero: lowest compared OMol25 entry of this formula, charge and spin) is 182.7 kJ/mol.

Positions of all 11 atoms, in Å:
C  1.211  0.346  0.144
C  -0.208  -0.116  -0.052
O  -0.436  -0.436  -1.478
O  -1.073  0.875  0.430
O  -0.302  -1.287  0.722
Cl  -1.812  -1.996  0.704
H  1.567  0.156  1.199
H  1.884  -0.132  -0.563
H  1.124  1.426  -0.023
H  -1.343  -0.636  -1.705
H  -0.613  1.799  0.623

Atom charges from the natural (NBO) analysis, given in e for atoms 1 to 8:
1. C -0.64
2. C 0.74
3. O -0.74
4. O -0.73
5. O -0.51
6. Cl 0.22
7. H 0.24
8. H 0.24


No. 5
Density functional theory data (wB97M-V/def2-TZVPD) for a single C2H5ClOS molecule at a distorted geometry.

The value obtained for the total energy is -27557.3273 eV. The HOMO energy is -9.628 eV. For the orbital gap, the calculation gives 0.30390 Eh. Its SMILES is CCOSCl. The relative energy (zero: lowest compared OMol25 entry of this formula, charge and spin) is 250.4 kJ/mol.

Positions of all 10 atoms, in Å:
C  0.322  0.478  1.140
C  0.498  -0.472  -0.098
O  -0.548  -1.138  -0.603
S  -1.863  0.387  -1.214
Cl  -1.510  -0.029  -3.189
H  -0.626  1.181  1.121
H  0.319  -0.082  2.094
H  1.254  1.017  1.097
H  1.003  -1.311  0.450
H  1.153  -0.031  -0.799

Atom charges from the natural (NBO) analysis, given in e for atoms 1 to 8:
1. C -0.64
2. C -0.08
3. O -0.52
4. S 0.36
5. Cl -0.13
6. H 0.21
7. H 0.21
8. H 0.21


No. 6
Density functional theory data (wB97M-V/def2-TZVPD) for a single C2H5F2N molecule at a distorted geometry.

The value obtained for the total energy is -9077.9288 eV. The HOMO energy is -9.699 eV. For the orbital gap, the calculation gives 0.39222 Eh. Its SMILES is NCC(F)F. The relative energy (zero: lowest compared OMol25 entry of this formula, charge and spin) is 247.1 kJ/mol.

Positions of all 10 atoms, in Å:
C  -0.256  -0.574  -0.252
C  1.041  0.209  0.278
H  -2.105  0.063  -0.479
H  -1.356  1.405  0.088
H  -0.313  -0.750  -1.269
H  -0.145  -1.574  0.360
H  0.761  0.655  1.312
N  -1.335  0.245  0.171
F  2.016  -0.811  0.042
F  1.693  1.132  -0.252

Atom charges from the natural (NBO) analysis, given in e for atoms 1 to 8:
1. C -0.26
2. C 0.58
3. H 0.36
4. H 0.37
5. H 0.19
6. H 0.21
7. H 0.13
8. N -0.87


Question: Which formula does entry 2 have?
Answer: C2H5Cl3Si


Question: relative energy (zero: lowest compared OMol25 entry of this formula, charge and spin) of number 2 (C2H5Cl3Si)?
Answer: 704.1 kJ/mol


Question: What is the orbital gap in the sixth record?
Answer: 0.39222 Eh


Question: What is the formula in the sixth record?
Answer: C2H5F2N